Entry 1:
Molecular formula: C32H74BrFN8O7P3
Method: DFT, ωB97M-V/def2-TZVPD

## Properties
* Kohn-Sham gap: 6.3 eV
* LUMO level: -3.25 eV
* HOMO: -9.556 eV

Structure (ORCA input):
```
! RIJCOSX wB97M-V def2-TZVPD def2/J DEFGRID3
* xyz 1 1
H 5.02927 3.79767 1.00062
C 3.46674 0.30026 -2.67815
H -4.72934 -3.83142 -3.72967
H -3.15397 0.79613 -4.65089
H -0.85712 -1.29170 2.23591
H 3.90855 6.13663 -0.21101
Br 6.06009 2.70729 3.46548
H -6.94925 -2.91153 -5.21370
H 1.76049 3.11887 -1.90761
H 3.30244 -0.00631 4.04550
H 1.35163 -0.50288 7.47241
C -1.40460 -0.49244 2.75058
H -5.61519 -4.26879 -2.32992
H 1.31803 4.44498 3.43162
H -3.30576 0.93216 5.56829
N 6.49878 4.62003 -0.91830
H 2.19466 2.05809 3.10115
C 4.38090 1.72266 2.91825
C -6.63285 0.07404 -5.66920
C -2.04570 -0.52766 7.55109
H 4.71670 1.83790 0.18304
H 0.76288 3.87409 -0.62804
C 0.32472 -3.05223 -1.45361
H -7.06221 -1.19458 -1.52401
N -6.52380 -0.92259 -4.60930
C 1.86775 3.60401 -0.86031
H -6.05252 0.96799 -5.42685
H -2.62264 -0.12518 -6.04477
H 3.45493 0.56652 -0.04478
H -3.18759 -2.92333 -4.99005
H 3.24883 3.46402 3.54514
H 0.51817 -3.53300 5.35884
C 0.50206 0.96971 -0.69405
N -1.52278 0.10811 6.35467
O 7.43347 2.98105 -2.39507
H -0.50792 1.53363 -0.75260
P -0.31091 -0.48642 5.21214
H -1.04769 -0.73564 -0.58045
O -3.93821 -0.60585 -2.56989
C 3.82440 4.99699 -0.42459
C -4.97931 -3.47482 -2.73698
C -2.32558 1.25106 5.93315
H -0.83767 0.43476 2.65285
H 2.17308 -2.24567 -3.71389
H 0.24687 -0.86152 0.71479
H -6.26891 -0.32096 -6.62177
H -7.93281 -2.31307 -3.85905
H 4.58973 0.92550 2.13681
C -3.90342 -2.31639 -5.55399
N 0.03613 -1.71321 6.35382
O 0.76901 -0.93580 4.20407
C 4.04017 0.84044 4.26312
H 4.15207 5.13699 1.84329
H 2.16383 -1.61897 6.35316
P -5.13472 -0.79001 -3.52333
C 1.80804 -3.34504 -3.69217
C 3.11882 2.64795 2.72498
H -1.17951 -3.36821 5.84349
H -2.71790 0.14017 8.10075
H 0.49582 2.01023 1.26104
C -6.29093 -1.96828 -1.44959
O 4.94711 4.73112 -2.66169
H 7.03556 5.30883 -1.48965
O 2.56412 4.84504 -1.06813
C 1.96012 -2.55435 -5.93487
C 1.31586 -1.50749 7.03753
H 1.44492 -2.20836 7.86681
H 4.23057 0.07372 -3.51400
H 2.46671 0.46201 -3.19715
P 1.52476 4.52045 1.99546
C -0.15887 -3.13206 6.12176
C 0.38637 -3.53696 -2.98522
H -6.78486 -2.86073 -1.05491
H -2.90043 -2.10590 5.25365
H -3.41761 -1.78032 3.63437
H -4.06214 -3.42104 -2.13831
H -0.00824 -3.69270 7.05073
H 1.97521 -1.69086 -0.75815
H -2.35401 -0.33728 2.22889
H 0.99498 1.09716 -1.70705
H -1.25411 -0.77353 8.26081
H 5.15295 1.55096 -2.02854
F 7.33433 2.42759 -0.17855
O 1.73576 5.99632 1.67270
C 0.08115 -0.57683 -0.37639
H -4.81700 -2.88895 -5.71486
C -7.44207 -2.03208 -4.79249
C -2.95591 -0.21530 -5.00635
H -2.13023 -0.63679 -4.41571
C 4.00352 1.63206 -1.89563
N -4.15756 -1.04787 -4.90870
H 1.68082 0.63006 1.15800
N -5.70210 -2.21834 -2.76758
H 2.60215 -3.93879 -3.12345
O 1.76567 -3.74849 -5.10612
H -1.82763 1.80513 5.13290
H 0.26016 4.12934 1.43801
H 3.50357 -0.58224 -1.95988
H 1.91383 -2.86654 -7.04216
H -7.66841 0.40380 -5.79909
H -0.73423 -3.05150 -1.02876
H 5.00896 0.48059 4.77420
H -8.26038 -1.76921 -5.47170
C 5.10031 4.74914 -1.40611
C 0.95243 -1.58019 -1.27562
H -0.47191 -3.03569 -3.55467
H -2.61296 -1.43310 7.32356
C -2.52320 -1.95214 4.24264
C 1.28670 1.55153 0.57439
C 7.10104 3.32261 -1.25331
H 1.11935 -1.78119 -5.74853
H 1.02357 -1.11539 -2.32089
C 2.50674 2.59248 0.22743
H -2.05508 -2.87420 3.88434
H 0.15524 -4.67157 -2.99357
H -3.48824 -2.16622 -6.55635
C 3.99969 4.32704 1.02990
H 3.53060 1.57493 5.00142
N 2.88646 3.41877 1.46201
N -1.62131 -0.82440 4.15903
H 2.98456 -2.07672 -5.72188
H -2.47081 1.95909 6.75509
C 3.69386 1.66455 -0.33585
H 1.01141 -3.77099 -0.86458
H 3.69829 2.52387 -2.52644
H -5.53836 -1.63831 -0.72523
*
```

Entry 2:
Molecular formula: C32H74F9N4O10
Method: DFT, ωB97M-V/def2-TZVPD

## Properties
* Kohn-Sham gap: 7.7 eV
* LUMO level: -2.12 eV
* HOMO: -9.812 eV

Structure (ORCA input):
```
! RIJCOSX wB97M-V def2-TZVPD def2/J DEFGRID3
* xyz 1 1
H 0.01885 -20.16716 -14.20937
C -2.60848 -21.70777 -18.04510
O -4.58718 -21.26111 -9.39783
O -5.47886 -23.66168 -9.10036
H -0.65903 -17.51012 -13.37667
C -1.33864 -17.86714 -14.14819
H -0.11672 -13.64303 -13.10206
H -1.44309 -25.54399 -11.54575
H -4.90264 -24.59249 -7.32488
H -1.41651 -23.66111 -9.23342
C -4.92011 -20.30540 -8.57636
C 0.23311 -17.12485 -9.58971
H -3.96528 -23.29464 -7.82141
F -6.08902 -18.17927 -8.31795
O -7.20053 -24.60621 -14.35801
H -5.62134 -22.62717 -11.80258
F -7.32091 -19.96129 -8.87627
H -9.03868 -23.47817 -12.80436
H -9.06045 -22.31582 -11.43594
H -7.53179 -20.56020 -11.10941
H -1.98824 -22.80491 -10.86258
H -1.19864 -16.25238 -6.49090
O -2.52480 -22.70488 -15.96278
H -7.20326 -21.24080 -14.56905
F -4.58131 -14.12056 -13.17075
O -2.75685 -15.85816 -11.82783
C -2.67020 -17.44301 -9.25992
N -7.45111 -22.07507 -12.65770
H 1.34069 -12.43513 -11.34470
O -1.40212 -14.09066 -11.56326
H -3.80261 -21.41979 -4.36021
C -2.42792 -14.70528 -12.33769
H -3.73004 -15.57955 -8.03134
H 1.62358 -14.21236 -11.41073
H -0.23894 -15.26048 -8.74076
C -2.24658 -23.39687 -9.93311
C -7.24264 -20.68188 -12.17642
C -3.18907 -20.07837 -11.80876
H -2.31624 -20.49648 -11.25545
C -6.96278 -22.17809 -14.08189
N -2.84582 -24.74030 -10.17271
H -5.51953 -21.20192 -4.90757
H -1.25278 -15.69024 -10.16934
C -1.85103 -22.70184 -17.16816
N -1.93729 -16.47698 -8.45342
C -0.77935 -20.05608 -13.41720
C -0.74562 -16.03844 -9.24430
F -2.65705 -25.50688 -16.09317
H -2.25534 -18.15406 -11.92730
H -6.18908 -20.45298 -12.46024
H -2.92834 -17.00198 -10.18204
C -3.56822 -13.72968 -12.40961
H 0.28921 -18.77185 -10.75934
H -3.86547 -19.85787 -11.08152
H -4.28190 -19.47350 -6.08021
C -6.07232 -19.34639 -9.05497
H -0.76303 -12.39423 -12.42368
H -2.48054 -21.76245 -19.12803
C -4.48903 -24.15705 -8.24610
H -4.68871 -24.26303 -10.54780
H -6.92977 -23.97254 -12.16897
C -1.66246 -16.95910 -7.14029
C -0.39045 -13.35413 -12.12249
H -2.72223 -25.63361 -8.20779
C -1.77455 -25.69877 -10.49020
F -4.08816 -13.50188 -11.17385
H -4.55213 -22.52515 -5.60389
O -5.25511 -20.66600 -7.24693
C -6.67776 -22.96496 -11.75078
H -2.09217 -18.37942 -9.20714
H -7.92972 -20.11830 -12.79588
F -4.32041 -24.60249 -14.88257
H -1.80481 -23.64526 -17.71173
H -0.34508 -19.75766 -12.45662
H -0.83878 -22.51522 -17.00574
H -3.52347 -18.25813 -12.99507
H -9.49961 -21.71300 -12.97338
H -2.15025 -17.11908 -14.19379
H -5.32142 -22.64787 -9.13697
H -3.66755 -21.95785 -17.95780
H -4.12341 -19.50307 -8.59780
H -2.86787 -14.79075 -9.35579
H -6.22481 -24.82167 -14.32564
C -2.79263 -18.86359 -12.54857
C -2.62686 -19.68925 -14.90802
H -2.03617 -14.68086 -13.44965
H -1.10348 -21.11176 -13.30485
O -0.11838 -17.87387 -10.79624
F -5.92319 -18.94008 -10.31550
C -4.49903 -21.50295 -5.17249
H -8.53171 -23.24851 -15.07784
H -2.38019 -14.59413 -7.59716
H -3.27480 -20.72776 -6.95720
H 0.49642 -17.81599 -8.77097
H -0.81634 -18.02686 -15.09705
C -3.95911 -24.76768 -11.20944
H -4.15366 -25.79405 -11.41472
H -4.19067 -26.08490 -9.15051
H -1.12738 -17.93226 -7.14158
O -2.54604 -22.89866 -13.61771
H -1.07471 -23.76016 -14.92908
C -4.21252 -20.53455 -6.31841
H -6.97957 -22.89751 -10.70988
H -2.10336 -26.69897 -10.32594
H -2.79597 -20.79284 -14.81463
H -3.41044 -21.81766 -12.91977
F -2.51539 -25.58381 -13.94510
H -2.45178 -20.66710 -17.71546
H -2.59570 -17.13557 -6.69666
H -3.66246 -24.14606 -12.02285
H -2.98993 -22.74629 -9.47294
C -7.44434 -23.27015 -14.92392
C -2.79101 -15.25870 -8.37156
F -3.06475 -12.55533 -12.87987
H 1.22308 -16.73392 -9.88539
H -2.12539 -19.44241 -15.86300
C -2.90601 -24.79638 -14.90483
H -6.93444 -23.31480 -15.87914
N -1.88728 -19.19868 -13.73543
C 0.85561 -13.45607 -11.22552
H -3.53727 -19.11091 -14.96538
C -2.14642 -23.44710 -14.82127
C -3.53533 -25.26514 -8.83097
H -3.54670 -17.58196 -8.68668
H -5.85049 -22.13492 -13.95427
C -8.82930 -22.46046 -12.48626
H -0.88927 -25.53354 -9.88501
H 0.63441 -13.63805 -10.15466
O -3.90761 -21.07569 -12.49063
*
```

Entry 3:
Molecular formula: C32H75CaF6N6O15S2
Method: DFT, ωB97M-V/def2-TZVPD

## Properties
* Kohn-Sham gap: 2.4 eV
* LUMO level: 1.42 eV
* HOMO: -0.979 eV

Structure (ORCA input):
```
! RIJCOSX wB97M-V def2-TZVPD def2/J DEFGRID3
* xyz -1 1
H 0.04257 5.75926 3.38097
H -4.96827 1.75785 -0.87986
O 0.12927 2.93527 5.56531
O 2.96084 2.23879 6.87047
H 2.63418 1.08550 5.29263
C -0.99391 6.02224 3.16967
H 2.77984 -3.20599 -0.08056
H -3.89772 -0.36816 3.28758
N -3.75331 3.08398 3.58207
O -2.45613 0.67913 4.47322
H 9.10850 -4.16799 3.04299
C 5.02357 -3.48734 1.08563
H -4.19063 4.14042 -2.37170
H -5.93635 5.95198 -1.23895
H -1.47358 5.34196 -1.77093
O -2.79331 -0.03902 -6.06624
C -4.16090 4.23082 2.74518
H -3.64484 6.14317 3.32330
F 1.78001 4.41929 -0.63224
H 1.20179 -1.91602 -3.59452
C 8.93950 -5.35670 1.25845
H 10.51712 -6.57655 3.41896
H -5.10561 -1.86540 0.15893
O -3.86961 5.83801 -1.02295
C 3.23586 -2.23959 0.13438
C 2.67395 2.15206 5.51392
O -4.27761 0.19474 0.28007
H 10.41859 -7.70474 2.08787
H -2.19701 1.76686 -5.42478
H 1.39312 2.87702 3.88021
H 3.61831 2.49709 5.09290
H 0.14342 -3.16387 -5.28386
H -1.41967 6.79418 3.81071
H -3.16535 5.91912 1.75210
H -2.34896 3.10119 -3.21321
H -0.84023 -5.64301 -0.08083
H 2.64515 -6.02315 -5.42695
H 2.86116 -6.70077 -1.54468
H -4.31632 3.23530 4.40682
O 1.78593 0.74830 0.79396
N -0.37653 1.87276 1.94474
N 7.19105 -3.87128 2.24048
O 0.86716 -6.19350 -1.05246
C -0.49426 -0.80457 0.98382
H 2.69192 -1.84874 0.99430
C -3.10802 0.44077 -7.36805
S 0.62367 0.61702 1.67908
H -3.43671 1.70733 2.09883
C -3.52267 4.57860 -1.63014
H -5.88792 0.25347 -1.02140
C -2.05845 -0.34549 5.33628
F 1.40452 4.95836 1.42655
H -4.90258 0.61575 -3.04724
H -3.23580 5.38089 -4.42683
C -4.09107 1.73981 2.96996
C -4.88498 0.67278 -0.94143
H -1.85042 -1.28412 4.82268
H -5.28323 6.75243 0.20131
H -1.15740 0.73236 -3.67061
C 8.60499 -4.07542 2.08070
N 0.71997 -3.17799 -1.98604
H -3.87993 1.30586 -4.89558
H -0.28265 -4.44377 -4.13950
C 2.16817 -5.87799 -1.36893
H 1.25168 -5.41093 -6.23299
F -0.00757 -1.97296 1.21633
H -1.26312 3.06180 -2.07301
H -4.45445 3.89700 1.74995
H -2.14418 -0.67953 -3.62369
C -0.33113 -4.05656 -1.46679
C -2.85228 0.97876 -5.05382
H 8.75088 -5.01083 0.24214
C 0.42337 -3.63878 -4.34355
H -4.57769 0.38827 4.63002
N -2.88788 0.95772 -2.60051
H 7.01226 -4.05235 0.21534
O 1.04286 0.21365 3.01904
H -2.73449 6.69382 -3.44468
C -4.19152 0.26235 -2.30052
H 2.25575 -5.29971 -2.28873
H -0.97258 6.57972 2.23327
H 4.63895 -3.66606 2.08974
C -4.21475 -1.26280 0.33599
H -1.62373 5.98482 -4.28670
C -5.16580 5.90148 -0.46966
S -0.20435 2.89468 0.49386
H -0.57862 -2.07211 -3.45511
H 1.42040 -3.82088 -2.32688
O -1.24103 3.90086 0.68072
H -0.97167 -3.43606 -0.84006
H -5.37123 4.98450 0.08264
O 1.64356 -4.34054 -4.43942
F -0.80726 -0.56816 -0.30885
C 6.55302 -3.46635 1.01146
C 1.44543 2.99683 4.96235
C -2.19421 0.40316 -3.73946
H -1.17477 0.04950 5.83747
H 2.54982 -5.45622 -0.43912
H -2.34576 1.10329 -1.76087
O -1.86303 4.98922 3.17593
H -3.39812 3.82231 -0.85514
C 0.38091 -2.55315 -3.26537
H 0.43029 -4.57340 0.40095
F -1.65134 -0.71288 1.58405
C -3.18376 5.37837 2.69832
O 10.25689 -5.89585 1.33582
C 1.67034 -5.57283 -5.23971
H -5.13292 1.57984 2.69237
H -2.68174 1.43150 -7.52564
O 4.60038 -2.30141 0.52406
H -1.02867 -4.37638 -2.24091
H 11.85650 -6.79433 2.27069
C -3.80305 0.54261 3.87888
H -3.89258 -1.56605 1.33215
H 9.16450 -3.27747 1.59252
H 7.11475 -3.14922 2.94255
C 0.09726 -5.20462 -0.42292
Ca -1.34530 2.87202 3.64649
C 10.77393 -6.71324 2.36850
H 0.97436 -6.16708 -4.64761
H -3.99353 -0.80729 -2.36967
N -1.57973 3.63844 -2.83939
H -2.76618 -0.39574 6.16374
H 4.64337 -4.32505 0.50100
F 2.48145 3.08354 0.98988
H -3.48615 -1.62815 -0.38773
H 2.95992 -1.56357 -0.67492
C -2.48018 5.66361 -3.69388
H -2.57799 -0.16625 -8.10201
H -4.16995 0.54461 -7.59084
H 6.99282 -2.50514 0.74549
C 1.48438 3.91065 0.54732
C -2.21263 4.86715 -2.41627
H -5.12308 4.63072 3.06518
H 8.26000 -6.19627 1.40513
O -0.16689 2.26737 -0.81784
H 1.81523 4.02116 4.91653
*
```

Which of these has the lowest LUMO level? C32H74BrFN8O7P3

Which of these has the lowest Kohn-Sham gap? C32H75CaF6N6O15S2

The lowest LUMO level belongs to which entry? C32H74BrFN8O7P3

Which of these has the lowest HOMO? C32H74F9N4O10